one | 11
Properties=species:S:1:pos:R:3 method="wB97M-V/def2-TZVPD" homo_ev=-7.6 homo_lumo_gap_ev=8.63
C -1.09791 0.02890 0.45938
N 0.08221 0.67309 0.73936
C 1.23293 0.00571 0.21202
C 0.92137 -0.51400 -1.28104
N -0.32661 -0.59022 -1.34257
H -1.19140 -0.71489 -1.81212
H -1.98856 0.66960 0.58764
H -1.22454 -0.94580 0.94060
H 0.05064 1.64491 0.45691
H 2.10754 0.65621 0.26477
H 1.43434 -0.91352 0.77506



two | 11
Properties=species:S:1:pos:R:3 method="wB97M-V/def2-TZVPD" homo_ev=-10.2 homo_lumo_gap_ev=11.00
C 0.07552 0.86888 0.91874
C -0.09347 0.13942 -0.38189
N 1.00880 -0.44469 -0.92271
C -1.98880 -1.16715 -0.41948
N -1.10276 -1.33592 0.35172
H -0.88699 1.23173 1.28327
H 0.50210 0.19888 1.66438
H 0.74782 1.71766 0.76043
H -0.64288 0.72107 -1.13869
H 0.88874 -0.86950 -1.83147
H 1.49192 -1.06039 -0.28428



three | 11
Properties=species:S:1:pos:R:3 method="wB97M-V/def2-TZVPD" homo_ev=-9.4 homo_lumo_gap_ev=9.96
C -2.14988 -0.19545 0.17656
N -0.89016 -0.41963 -0.29101
N -0.17235 0.78367 -0.14691
C 1.09219 0.63825 0.05325
C 1.88898 -0.62230 0.07927
H -2.82566 -1.06526 0.12425
H -2.59198 0.78922 0.60686
H 1.61787 1.61612 0.14894
H 1.20648 -1.45490 -0.51814
H 2.05987 -0.97799 1.28367
H 2.98324 -0.37851 -0.43460



four | 11
Properties=species:S:1:pos:R:3 method="wB97M-V/def2-TZVPD" homo_ev=-9.5 smiles="[H]/N=N/C(=C)C" homo_lumo_gap_ev=9.37
H -2.98553 -0.05763 -0.32420
N -1.96612 0.34053 -0.30283
N -1.31413 -0.67843 0.01099
C 0.01847 -0.35761 0.08335
C 1.06114 -1.28517 0.08956
C 0.51599 1.07458 0.04382
H 0.79330 -2.36600 0.09845
H 2.03186 -0.92999 0.30968
H 1.54528 1.21544 0.27595
H 0.38885 1.48882 -1.06930
H -0.08909 1.55547 0.78452



Relative to the most stable one, in eV, the structures come out at one 1.449; two 0.000; three 0.979; four 0.534.



one | 8
Properties=species:S:1:pos:R:3 method="wB97M-V/def2-TZVPD" homo_ev=-10.1 smiles=N.N homo_lumo_gap_ev=11.43
N 2.72759 -1.65025 2.24267
H 2.73998 -2.55614 2.72211
H 1.91213 -1.13826 2.59411
H 3.55847 -1.13703 2.55388
N -3.37409 2.30507 -4.20174
H -4.25632 1.93182 -3.83709
H -2.87519 2.71952 -3.40805
H -2.81886 1.50316 -4.51682



two | 8
Properties=species:S:1:pos:R:3 method="wB97M-V/def2-TZVPD" homo_ev=-9.9 smiles=N.N homo_lumo_gap_ev=11.03
N 1.29297 0.07248 -1.06151
H 2.12204 0.19397 -0.47116
H 0.53429 0.60403 -0.62278
H 1.49594 0.52710 -1.95747
N -1.21676 -0.58336 0.94565
H -0.93181 0.24850 0.41893
H -1.06946 -0.37271 1.93789
H -2.22719 -0.68998 0.81047



Relative to the most stable one, in eV, the structures come out at one 0.000; two 0.143.



one | 19
Properties=species:S:1:pos:R:3 method="wB97M-V/def2-TZVPD" homo_ev=-15.4 total_charge=+1 homo_lumo_gap_ev=11.74
C -2.41017 0.89252 0.50102
N -1.07495 1.40945 0.04195
H -2.22760 0.05100 1.16181
H -2.93485 1.69496 1.00642
H -2.96548 0.59132 -0.38464
H -0.47715 0.64969 -0.30453
H -0.52799 1.84587 0.78762
H -1.16624 2.10715 -0.69813
C 1.93535 0.25745 -0.06611
C 1.14828 -0.97615 0.40470
C 0.62515 -1.82564 -0.75564
H 2.93278 -0.04492 -0.38545
H 2.06976 0.98810 0.73080
H 1.48521 0.71632 -0.95459
H 0.31726 -0.69123 1.06267
H 1.78800 -1.58469 1.04185
H -0.06440 -2.58755 -0.40185
H 0.10099 -1.20093 -1.49344
H 1.44605 -2.29271 -1.29447



two | 19
Properties=species:S:1:pos:R:3 method="wB97M-V/def2-TZVPD" homo_ev=-14.7 total_charge=+1 homo_lumo_gap_ev=10.84
C -2.23455 1.96330 -0.37350
C -0.90470 2.06768 0.42643
H -3.09623 1.82115 0.27112
H -2.26870 2.83245 -1.02238
H -2.13475 1.07805 -1.00155
H -0.10868 1.82240 -0.27535
H -0.76982 1.37869 1.26098
H -0.74651 3.09441 0.75236
C 0.94061 -1.20693 0.49357
C 1.19763 -0.47542 -0.84649
N 1.17418 -2.73383 0.48963
H 1.75669 -0.84690 1.10619
H -0.05573 -0.96059 0.83827
H 0.31208 -0.30255 -1.45507
H 1.84509 -0.89454 -1.61839
H 1.63728 -2.92568 -0.38499
H 1.62896 -2.95615 1.35509
H 0.29344 -3.23358 0.43239
H 1.53370 0.47806 -0.44833



Relative to the most stable one, in eV, the structures come out at one 0.000; two 0.719.



one | 19
Properties=species:S:1:pos:R:3 method="wB97M-V/def2-TZVPD" homo_ev=-15.3 total_charge=+1 homo_lumo_gap_ev=11.26
C -0.89437 1.80677 0.21083
C -0.24847 -1.87696 -0.89036
C -0.96280 -0.70711 -0.23060
C -0.57660 0.67995 -0.77331
H -1.96996 1.94046 0.31213
H -0.45045 2.75236 -0.09463
H -0.53172 1.59469 1.22540
H -0.36043 -2.80183 -0.32585
H 0.83221 -1.68903 -0.97966
H -0.59334 -2.05392 -1.90755
H -0.82768 -0.75012 0.85965
H -2.04822 -0.75993 -0.34237
H 0.47446 0.71505 -1.09032
H -1.12628 0.86922 -1.69439
N 1.87643 0.05035 1.16120
H 2.22503 0.70107 0.44990
H 2.60769 -0.22069 1.81789
H 1.08747 0.51330 1.62523
H 1.48703 -0.76362 0.66681



two | 19
Properties=species:S:1:pos:R:3 method="wB97M-V/def2-TZVPD" homo_ev=-15.1 total_charge=+1 homo_lumo_gap_ev=11.20
C -0.05905 -0.54604 -1.48318
C -0.50028 0.88783 -1.79782
N 1.45231 -0.23620 -1.48181
H -0.32785 -1.07045 -0.54692
H -0.32049 -1.28548 -2.27053
H -0.18761 1.29653 -2.70795
H -0.16076 1.49632 -1.08329
H 1.72287 0.44720 -0.72205
H 1.76821 -1.14508 -1.09543
H 1.99479 0.06117 -2.39528
H -1.56715 0.93242 -1.70982
C -1.19934 -0.08858 1.88763
C 0.28887 -0.13777 2.36845
H -1.85834 0.07064 2.74613
H -1.45694 0.77708 1.32645
H -1.55197 -0.93071 1.42392
H 1.12954 0.06380 1.72379
H 0.31705 -1.15626 2.69576
H 0.51614 0.56357 3.12194



Relative to the most stable one, in eV, the structures come out at one 0.000; two 1.447.



one | 12
Properties=species:S:1:pos:R:3 method="wB97M-V/def2-TZVPD" homo_ev=-8.9 homo_lumo_gap_ev=9.19
C -1.21732 -0.31354 -0.42589
C 0.29722 -0.07146 -0.55244
C 0.61225 1.36249 -0.15643
O 1.23429 2.12977 -0.84780
C 1.09313 -1.05610 0.29698
O 0.70788 -0.88649 1.54941
H -1.46183 -1.35569 -0.65394
H -1.56595 -0.09692 0.58902
H -1.76472 0.32359 -1.12767
H 0.62458 -0.19694 -1.58757
H 0.21690 1.67250 0.83482
H 1.22357 -1.51122 2.08151



two | 12
Properties=species:S:1:pos:R:3 method="wB97M-V/def2-TZVPD" homo_ev=-9.0 homo_lumo_gap_ev=9.18
O 0.64618 1.79158 -0.90150
C 1.05701 0.55821 -1.03053
C -1.32952 -1.18827 -0.03664
C -1.51226 -0.28915 0.92433
C 1.94435 0.16114 0.09250
O 3.08885 0.57422 0.11550
H 0.18228 2.02247 -1.72287
H -0.99327 -2.19384 0.19615
H -1.49469 -0.97422 -1.08895
H -1.37546 -0.55482 1.96874
H -1.80131 0.73910 0.71809
H 1.58785 -0.64643 0.76517



three | 12
Properties=species:S:1:pos:R:3 method="wB97M-V/def2-TZVPD" homo_ev=-10.0 homo_lumo_gap_ev=10.65
C -1.49468 -0.48000 -0.23206
C -0.47736 -0.10971 0.68884
O 0.88555 -1.09396 0.04636
C 1.53304 0.12136 -0.26894
C 0.49451 0.99776 0.36895
O 0.45494 2.15455 0.66135
H -1.92963 0.33912 -0.77180
H -0.67386 -0.85796 -0.97004
H -2.22749 -1.24374 -0.09182
H -0.70230 -0.33431 1.72200
H 1.65457 0.27372 -1.34648
H 2.50764 0.24152 0.20969



four | 12
Properties=species:S:1:pos:R:3 method="wB97M-V/def2-TZVPD" homo_ev=-9.4 smiles="C=C=O.CC=O" homo_lumo_gap_ev=10.13
C 2.22302 -0.26276 0.50079
C 1.19482 -1.05609 0.67777
O 0.27732 -1.77133 0.80823
H 3.20620 -0.70076 0.58284
H 2.07798 0.79531 0.30460
C -1.88674 0.19517 -0.32390
C -0.50844 0.75208 -0.53214
O -0.13803 1.84505 -0.16810
H -2.57117 0.99699 -0.04513
H -2.21742 -0.30775 -1.23763
H -1.87072 -0.56385 0.46814
H 0.21318 0.07794 -1.03548



Relative to the most stable one, in eV, the structures come out at one 1.375; two 2.659; three 1.479; four 0.000.



one | 12
Properties=species:S:1:pos:R:3 method="wB97M-V/def2-TZVPD" homo_ev=-9.2 smiles="C=C(O)CC=O" homo_lumo_gap_ev=9.99
C -0.27282 1.36032 -0.58352
C -0.50615 0.04660 -0.54623
O -0.83954 -0.71485 -1.61642
C -0.30183 -0.76472 0.71075
C 1.14589 -0.51277 1.10294
O 2.06115 -1.21090 0.74717
H -0.08132 1.90304 0.33697
H -0.23105 1.93766 -1.50240
H -0.87036 -0.13892 -2.39274
H -0.98845 -0.45571 1.50666
H -0.43409 -1.82469 0.49154
H 1.31992 0.42427 1.67778



two | 12
Properties=species:S:1:pos:R:3 method="wB97M-V/def2-TZVPD" homo_ev=-7.6 homo_lumo_gap_ev=6.76
C -0.80343 0.77240 -1.24271
C 1.14434 -0.59061 -0.49739
C 0.77065 -0.58112 1.03402
C -0.51302 -0.11565 0.96079
H -0.79324 1.53728 -2.10883
H -1.65142 0.27003 -1.45385
H 1.74058 0.30978 -0.37787
H 1.28730 0.15980 1.65392
H 0.96843 -1.62926 1.70081
H -1.33549 -0.82571 1.51813
O 0.04968 -0.37922 -1.42835
O -0.86439 1.07228 0.24134



Relative to the most stable one, in eV, the structures come out at one 0.000; two 6.916.



one | 30
Properties=species:S:1:pos:R:3 method="wB97M-V/def2-TZVPD" homo_ev=-10.1 smiles=O.O.O.O.O.O.O.O.O.O homo_lumo_gap_ev=9.85
O -0.10305 -1.27599 -0.14479
H 0.77337 -1.18033 -0.46954
H -0.11970 -2.11233 0.40730
O 2.51370 -0.89471 0.17552
H 2.38367 -1.67341 -0.49174
H 3.41456 -1.08678 0.56524
O -1.75283 1.08285 -1.31521
H -2.48796 0.49094 -1.49659
H -1.73479 1.78636 -1.92707
O 2.08412 1.16537 -4.01360
H 1.20022 1.41664 -4.22852
H 2.34561 0.50173 -4.67337
O -4.32684 0.71334 0.12505
H -3.68815 0.94698 0.87985
H -4.03752 -0.09843 -0.28355
O -0.68239 -4.78498 1.14013
H 0.03441 -4.26037 1.17017
H -0.94237 -5.06635 2.03874
O 2.85078 2.58530 -2.18136
H 2.18953 2.21604 -1.65595
H 3.73338 2.12143 -1.99538
O 2.27301 0.53347 3.19852
H 1.71094 -0.21232 3.23303
H 1.66098 1.19847 2.68718
O 0.01005 1.18709 0.11790
H -0.15572 1.93636 0.57684
H -0.63942 0.56008 0.40755
O -2.95646 0.04078 2.89225
H -2.22070 -0.48959 3.31210
H -2.70110 0.18477 1.98856



two | 30
Properties=species:S:1:pos:R:3 method="wB97M-V/def2-TZVPD" homo_ev=-10.0 smiles=O.O.O.O.O.O.O.O.O.O homo_lumo_gap_ev=9.26
O -11.20400 -19.21800 -11.87800
H -10.48200 -19.52900 -12.43500
H -11.00700 -18.29800 -12.04600
O -14.10800 -18.60700 -11.23100
H -13.59000 -19.13400 -11.82800
H -13.59300 -18.52200 -10.42300
O -13.52200 -15.49900 -10.18800
H -12.89400 -16.21400 -10.13400
H -14.44900 -15.79800 -10.18000
O -13.12300 -13.22600 -12.77500
H -13.65000 -13.16100 -12.01300
H -12.86800 -14.16000 -12.76900
O -11.39800 -13.48100 -10.27200
H -10.92900 -13.23000 -11.06200
H -12.11500 -14.07100 -10.50500
O -12.53200 -15.90800 -12.81200
H -12.31200 -16.27200 -13.64900
H -13.10000 -16.43800 -12.28500
O -9.74000 -14.81000 -12.23300
H -9.94000 -15.62700 -11.69200
H -10.27600 -14.83600 -13.01000
O -11.51700 -17.18000 -15.08300
H -10.86600 -16.54600 -15.38400
H -11.01300 -17.90200 -14.77000
O -15.97300 -16.62400 -10.61600
H -15.48000 -17.34400 -11.04100
H -16.15900 -16.83700 -9.67600
O -13.09900 -14.63400 -16.32200
H -13.92700 -14.39800 -15.78800
H -12.88000 -15.51400 -16.02500



Relative to the most stable one, in eV, the structures come out at one 3.046; two 0.000.



one | 30
Properties=species:S:1:pos:R:3 method="wB97M-V/def2-TZVPD" homo_ev=-9.3 smiles=O.O.O.O.O.O.O.O.O.O homo_lumo_gap_ev=8.95
O 0.08839 -2.25418 -1.90852
H 0.59719 -2.72225 -2.54990
H -0.70791 -1.99996 -2.31416
O -3.49134 0.17218 -0.03680
H -2.68129 0.07344 0.43063
H -3.65206 1.10968 -0.26076
O -1.95438 2.52543 -0.72411
H -1.08951 2.80812 -0.39397
H -2.54594 2.85531 -0.05185
O 0.73566 -3.39990 0.74304
H -0.10476 -3.65480 1.12755
H 0.42673 -3.02614 -0.10164
O 0.17741 -0.23647 0.83471
H 0.59080 -0.00459 -0.01250
H -0.06893 0.64464 1.09910
O 1.98715 -1.73292 2.39318
H 1.55694 -2.59222 2.16959
H 1.29526 -1.16375 1.96360
O 2.87106 2.30193 0.34798
H 3.03027 3.17080 -0.04646
H 2.87748 1.71462 -0.40549
O -1.85597 -2.22522 0.44387
H -1.22777 -1.52244 0.42481
H -2.14795 -2.40591 -0.43459
O 1.31411 0.54594 -1.32614
H 1.34825 1.35452 -1.85712
H 0.74915 -0.06188 -1.81528
O 0.25140 3.04515 0.70786
H 1.19218 2.71353 0.60964
H 0.43838 3.96734 0.94373



two | 30
Properties=species:S:1:pos:R:3 method="wB97M-V/def2-TZVPD" homo_ev=-10.9 smiles=O.O.O.O.O.O.O.O.O.O homo_lumo_gap_ev=10.62
O 0.12317 -0.75116 -0.12147
H 0.80556 -0.43249 -0.72295
H 0.43732 -0.48709 0.75063
O 4.81656 0.21646 -1.47387
H 4.31673 0.95678 -1.83591
H 4.53987 0.17540 -0.55151
O -3.03982 -3.51878 0.05823
H -3.96775 -3.71566 -0.11253
H -2.63279 -4.38539 0.16917
O -2.49525 0.36672 -0.38775
H -2.87312 0.58493 -1.24716
H -2.49030 1.20599 0.08616
O 0.53447 -3.30714 -1.56524
H 0.96291 -2.62368 -1.03768
H 0.88864 -3.17544 -2.45192
O -2.18737 3.65119 2.71151
H -1.28380 3.97905 2.64040
H -2.15043 2.77379 2.31425
O 0.52469 3.98419 -1.31106
H -0.03702 4.76657 -1.34794
H -0.09667 3.24789 -1.33867
O 0.25372 -1.55650 3.69201
H 0.53474 -2.45215 3.91069
H 0.48421 -1.04109 4.47317
O 3.51610 -0.50344 1.43638
H 3.77932 0.37745 1.72575
H 3.22509 -0.37423 0.52665
O -2.07524 0.68371 -3.38181
H -2.43849 1.39944 -2.84818
H -1.97504 -0.04533 -2.75935



Relative to the most stable one, in eV, the structures come out at one 0.000; two 1.312.